# C26H28F4N3O2SSbSe4Ti

C26H28F4N3O2SSbSe4Ti as an isolated structure (wB97M-V/def2-TZVPD, the Open Molecules 2025 dataset).

Its HOMO-LUMO gap is 6.6 eV. The energy relative to the best compared isomer or geometry (same formula, charge and spin) comes out at 0.058 eV. As for the highest occupied orbital energy: -8.088 eV.

Each line ends with the natural charge from an NBO analysis.
Atoms and positions in Å:
Ti (-0.2396, -0.1702, 0.7525)  1.6090
C (-0.6709, -1.0619, 3.6786)  -0.4116
N (-0.5077, -1.7386, 2.3705)  -0.5082
C (0.5089, -2.7903, 2.5638)  -0.4134
C (-1.7836, -2.3676, 1.9725)  -0.2204
C (-2.7925, -1.3144, 1.4812)  -0.2287
N (-2.1215, -0.0197, 1.2940)  -0.8205
C (-2.8862, 1.0851, 1.6387)  0.0517
C (-2.3356, 2.1528, 2.3511)  0.2772
F (-1.0174, 2.0947, 2.6245)  -0.2839
C (-3.0619, 3.2546, 2.7477)  0.3594
F (-2.4467, 4.2265, 3.4231)  -0.2913
C (-4.4076, 3.3539, 2.4492)  -0.3426
C (-4.9785, 2.3199, 1.7352)  0.3388
F (-6.2726, 2.3839, 1.4061)  -0.2966
C (-4.2462, 1.2212, 1.3291)  0.3232
F (-4.8503, 0.2792, 0.5888)  -0.3051
H (-0.9399, -1.8027, 4.4391)  0.1983
H (-1.4519, -0.3078, 3.6306)  0.2164
H (0.2629, -0.5837, 3.9708)  0.2459
H (0.1785, -3.4876, 3.3405)  0.1966
H (1.4495, -2.3382, 2.8787)  0.2455
H (0.6747, -3.3389, 1.6403)  0.2252
H (-2.1958, -2.9242, 2.8210)  0.2059
H (-1.5704, -3.0812, 1.1796)  0.2273
H (-3.5984, -1.2010, 2.2101)  0.2069
H (-3.2403, -1.6636, 0.5480)  0.2247
H (-4.9876, 4.2120, 2.7544)  0.2583
C (-0.6574, 2.8377, -0.2951)  -0.4074
N (-0.4181, 1.4665, -0.7777)  -0.5154
C (0.7998, 1.5020, -1.6105)  -0.4281
C (-1.5551, 1.0121, -1.6193)  -0.2467
C (-1.3912, -0.4485, -1.9440)  0.0158
C (-1.8341, -0.9703, -3.1520)  -0.2259
C (-1.7238, -2.3305, -3.3961)  -0.2042
C (-1.1458, -3.1557, -2.4421)  -0.2110
C (-0.6600, -2.6151, -1.2576)  -0.2259
C (-0.7809, -1.2552, -0.9759)  -0.4839
H (-0.6680, 3.5341, -1.1394)  0.2036
H (0.1376, 3.1281, 0.3919)  0.2369
H (-1.6167, 2.9008, 0.2095)  0.2129
H (0.6339, 2.1567, -2.4731)  0.2006
H (1.0445, 0.5099, -1.9712)  0.2515
H (1.6332, 1.8844, -1.0257)  0.2369
H (-1.6139, 1.6385, -2.5170)  0.2059
H (-2.4716, 1.1655, -1.0442)  0.2234
H (-2.2656, -0.3140, -3.8991)  0.2128
H (-2.0725, -2.7415, -4.3345)  0.2189
H (-1.0436, -4.2165, -2.6332)  0.2171
H (-0.1427, -3.2718, -0.5675)  0.2178
O (6.2178, 0.9224, -4.5029)  -0.6651
C (5.0061, 0.3529, -4.6719)  0.7749
O (4.5570, 0.2146, -5.7750)  -0.5621
C (4.2794, -0.0694, -3.4333)  -0.1915
C (3.2865, -1.0344, -3.5594)  -0.1662
C (2.5791, -1.4637, -2.4496)  -0.1831
C (2.8384, -0.9084, -1.1957)  -0.1625
S (1.9755, -1.4776, 0.2351)  -0.1837
C (3.8332, 0.0588, -1.0670)  -0.2275
C (4.5483, 0.4726, -2.1778)  -0.1843
H (6.5043, 0.8655, -3.5845)  0.4855
H (3.0820, -1.4426, -4.5403)  0.2389
H (1.8074, -2.2174, -2.5430)  0.2221
H (4.0580, 0.4866, -0.0976)  0.2429
H (5.2960, 1.2466, -2.0435)  0.2109
Se (3.9772, -0.8743, 4.9172)  -0.5444
Sb (4.0204, 1.0143, 3.5084)  1.0933
Se (1.9030, 2.4297, 3.5977)  -0.3269
Se (5.7630, 1.9217, 2.2179)  -0.5371
Se (1.8077, 0.6926, 1.8192)  -0.3279